[1]
DFT (wB97M-V/def2-TZVPD) results for C20H32ClIIrNOP2S as an isolated structure.

Calculated values
HOMO-LUMO gap (spin up / spin down)   7.48 / 3.75 eV
Energy relative to the best compared isomer or geometry (same formula, charge and spin)   0.0 kcal per mole
LUMO energy (spin up / spin down)   -9.07 / -13.25 eV

ORCA input file:
```
! RIJCOSX wB97M-V def2-TZVPD def2/J DEFGRID3
* xyz 3 6
C -0.022 0.801 -7.680
C -0.023 1.118 -6.212
H -0.017 1.742 -8.250
H -0.942 0.246 -7.917
H 0.893 0.237 -7.915
O -0.019 2.195 -5.665
I -0.038 -0.581 -4.807
Ir -0.034 -0.421 -1.317
P 2.176 0.136 -1.425
C 2.783 1.563 -0.405
C 3.206 -1.309 -0.915
H 4.207 -1.220 -1.363
H 3.998 0.490 -2.999
H 2.731 -2.219 -1.304
H 2.635 -0.403 -3.728
H 2.483 1.483 0.649
H 3.305 -1.391 0.175
C 2.907 0.426 -3.073
H 3.880 1.644 -0.456
H 2.496 1.345 -3.481
H 2.347 2.478 -0.822
P -2.192 0.230 -1.406
C -2.661 1.604 -0.269
C -2.892 0.687 -3.020
H -2.776 -2.139 -1.279
H -4.229 -1.108 -1.493
H -3.465 -1.249 0.126
C -3.271 -1.206 -0.958
H -2.614 -0.077 -3.754
H -3.986 0.751 -2.930
H -3.747 1.596 -0.094
H -2.383 2.539 -0.770
H -2.461 1.641 -3.321
H -2.136 1.544 0.693
Cl -0.033 -2.473 -2.392
N -0.213 -0.895 0.546
S 0.792 -0.474 1.881
C 0.037 0.932 2.691
C -1.284 0.928 3.148
C -1.762 2.016 3.899
C -0.931 3.117 4.135
C 0.389 3.117 3.686
C 0.880 2.012 2.994
C 0.613 -1.731 3.167
C 1.752 -2.071 3.906
C 1.716 -3.119 4.831
C 0.518 -3.806 5.056
C -0.662 -3.354 4.439
C -0.609 -2.334 3.482
H -0.921 -1.555 0.887
H -1.905 0.051 2.956
H -2.778 1.964 4.309
H -1.318 3.962 4.706
H 1.054 3.950 3.886
H 1.922 1.926 2.696
H 2.652 -1.492 3.720
H 2.622 -3.391 5.370
H 0.485 -4.679 5.712
H -1.636 -3.782 4.689
H -1.518 -1.992 2.984
*
```

Atomic partial charges in e from the Mulliken method, atoms 1 to 8: -0.938, 0.554, 0.370, 0.361, 0.361, -0.168, 0.420, 0.823

[2]
DFT (wB97M-V/def2-TZVPD) results for C20H32CoIN5S2Si as an isolated structure.

Calculated values
HOMO-LUMO gap (spin up / spin down)   6.83 / 5.70 eV
Energy relative to the best compared isomer or geometry (same formula, charge and spin)   20.0 kcal per mole
LUMO energy (spin up / spin down)   -4.01 / -5.21 eV

ORCA input file:
```
! RIJCOSX wB97M-V def2-TZVPD def2/J DEFGRID3
* xyz 1 5
Co -0.101 0.954 0.303
C 4.492 3.937 0.736
S 3.497 4.076 -0.778
C 2.124 3.079 -0.425
S 2.076 1.965 0.887
N 1.095 3.262 -1.202
N -0.001 2.579 -0.981
C -1.105 2.886 -1.612
C -2.289 2.228 -1.184
C -3.544 2.416 -1.783
C -4.637 1.740 -1.294
C -4.467 0.896 -0.194
C -3.211 0.779 0.365
N -2.138 1.409 -0.108
H 5.416 4.475 0.556
H 4.699 2.895 0.950
H 3.945 4.397 1.552
H -1.109 3.641 -2.387
H -3.633 3.094 -2.615
H -5.609 1.857 -1.746
H -5.296 0.352 0.232
H -3.047 0.162 1.239
I 0.711 0.597 6.409
C -0.065 1.160 4.561
C -0.873 2.245 4.284
N -1.124 2.206 2.964
N -0.525 1.165 2.376
C 0.123 0.519 3.334
H -1.258 3.003 4.935
H -1.684 2.849 2.423
H 0.698 -0.361 3.132
C -0.921 -2.229 1.118
Si 0.173 -1.347 -0.225
C -0.681 -1.843 -1.984
C -2.106 -1.296 -2.019
C -0.744 -3.361 -2.107
C 0.080 -1.271 -3.175
C 2.031 -2.068 0.080
C 2.568 -1.570 1.419
C 2.973 -1.628 -1.032
C 1.989 -3.593 0.126
H -0.806 -3.305 1.036
H -1.973 -1.999 0.990
H -0.643 -1.953 2.129
H -2.670 -1.571 -1.133
H -2.633 -1.702 -2.882
H -2.101 -0.214 -2.113
H -1.237 -3.817 -1.254
H 0.243 -3.797 -2.227
H -1.316 -3.620 -2.998
H 0.214 -0.195 -3.082
H -0.479 -1.466 -4.089
H 1.056 -1.734 -3.284
H 2.664 -0.487 1.438
H 3.554 -1.993 1.602
H 1.927 -1.887 2.237
H 2.997 -0.546 -1.128
H 2.685 -2.056 -1.985
H 3.985 -1.967 -0.817
H 1.392 -3.955 0.957
H 3.005 -3.964 0.264
H 1.611 -4.026 -0.794
*
```

Atomic partial charges in e from the Mulliken method, atoms 1 to 8: -0.648, -0.820, 0.021, 0.500, -0.426, -1.522, 1.271, -0.527

[3]
DFT (wB97M-V/def2-TZVPD) results for C20H32IN3O3PSi2 as an isolated structure.

Calculated values
HOMO-LUMO gap   3.87 eV
LUMO energy   0.49 eV

ORCA input file:
```
! RIJCOSX wB97M-V def2-TZVPD def2/J DEFGRID3
* xyz -1 1
C 7.817 -1.248 -2.297
C 8.399 -1.697 -0.903
C 9.214 -0.674 -0.065
N 8.169 -2.927 -0.513
C 6.804 -2.961 -0.048
C 6.453 -2.170 1.016
C 4.971 -2.145 1.516
O 4.684 -2.071 2.685
C 3.910 -2.273 0.366
C 4.279 -3.176 -0.755
C 3.382 -3.383 -1.871
C 2.101 -2.671 -1.867
C 1.696 -1.763 -0.782
P 0.031 -0.891 -0.870
O -0.740 -1.354 -2.299
I -1.403 -1.830 0.935
C 2.640 -1.576 0.351
C 2.225 -0.576 1.479
N 2.510 0.811 0.950
C 5.687 -3.861 -0.698
O 5.881 -4.984 -1.086
H 6.719 -1.475 -2.337
H 8.040 -0.179 -2.537
H 8.349 -1.883 -3.059
H 10.058 -0.196 -0.644
H 9.674 -1.153 0.842
H 8.575 0.168 0.326
H 7.157 -1.509 1.560
H 3.699 -4.065 -2.687
H 1.447 -2.830 -2.755
H -1.686 -1.539 -2.126
H 2.824 -0.671 2.413
H 1.137 -0.618 1.722
H 1.681 1.137 0.452
H 3.299 0.705 0.306
C -3.757 1.061 -1.719
Si -5.254 1.287 -0.580
C -5.382 -0.270 0.476
C -6.782 1.384 -1.682
N -5.005 2.698 0.339
Si -6.135 3.251 1.490
C -6.413 2.028 2.899
C -7.809 3.680 0.735
C -5.447 4.838 2.260
H -3.876 0.157 -2.331
H -3.649 1.916 -2.389
H -2.840 0.958 -1.131
H -5.301 -1.164 -0.154
H -6.339 -0.327 1.000
H -4.577 -0.304 1.214
H -6.810 2.332 -2.224
H -7.703 1.285 -1.104
H -6.773 0.574 -2.422
H -7.011 1.172 2.577
H -6.953 2.511 3.722
H -5.461 1.662 3.290
H -7.686 4.296 -0.159
H -8.418 4.244 1.452
H -8.371 2.783 0.467
H -5.298 5.602 1.494
H -4.491 4.643 2.751
H -6.145 5.233 3.008
*
```

Atomic partial charges in e from the Mulliken method, atoms 1 to 8: -0.900, 0.729, -1.363, -0.550, 0.116, -0.460, 0.013, -0.543

Number 1: total energy -77641.55283 eV. Number 2: total energy -103978.82887 eV. Number 3: total energy -65016.90148 eV.